This record from the OMol25 dataset describes C7H14N2O in the gas phase at a distorted geometry. The level of theory is ωB97M-V with the def2-TZVPD basis set.

Last column: Löwdin charge in e.
Element x y z (Å)
C  -2.38  -0.27  -0.40  -0.33
C  -1.74  -0.38  0.90  -0.10
C  -0.20  0.84  -0.14  -0.12
C  0.67  -0.38  -0.27  -0.60
C  -0.03  2.03  0.79  -0.07
C  1.96  -0.32  0.58  -0.06
C  1.08  -0.51  -1.77  -0.04
N  -0.86  -1.42  1.26  -0.04
N  0.02  -1.66  0.15  -0.02
O  -3.16  0.63  -0.72  -0.01
H  -1.97  -1.02  -1.03  0.09
H  -2.14  0.27  1.67  0.13
H  -0.69  1.09  -1.15  0.14
H  0.38  1.65  1.69  0.05
H  -1.05  2.44  0.97  0.09
H  0.52  2.81  0.23  0.09
H  2.66  -1.17  0.19  0.11
H  1.84  -0.43  1.72  0.09
H  2.53  0.66  0.25  0.12
H  1.67  0.33  -2.10  0.08
H  0.20  -0.77  -2.42  0.10
H  1.67  -1.35  -1.93  0.05
H  -0.26  -1.15  2.10  0.14
H  -0.72  -1.90  -0.57  0.10

## Properties
**Orbital gap**: 8.8 eV
**Spin multiplicity**: 1
**HOMO level**: -0.301 Eh
**Energy relative to the best compared isomer or geometry (same formula, charge and spin)**: 423.35 kJ/mol

This record from the OMol25 dataset describes 2 unconnected molecules or ions with the total composition C7H14N2O. The level of theory is ωB97M-V with the def2-TZVPD basis set.

Last column: Löwdin charge in e.
Element x y z (Å)
N  0.32  1.99  -2.00  0.22
C  0.33  2.19  -0.87  -0.13
C  0.37  2.44  0.57  -0.57
N  -0.74  3.06  1.01  0.18
O  1.30  2.10  1.27  0.09
H  -1.49  3.34  0.39  0.12
H  -0.81  3.28  1.99  0.12
C  -1.38  -0.85  -1.63  -0.11
C  -0.98  -0.78  -0.16  -0.25
C  0.32  -1.51  0.17  -0.44
C  1.53  -0.98  -0.61  -0.07
C  0.61  -1.41  1.67  -0.08
H  -2.40  -0.49  -1.77  0.07
H  -1.33  -1.88  -1.99  0.08
H  -0.72  -0.24  -2.24  0.03
H  -1.77  -1.22  0.43  0.11
H  -0.88  0.26  0.14  0.08
H  0.18  -2.57  -0.09  0.13
H  1.34  -0.99  -1.68  0.07
H  2.40  -1.60  -0.42  0.08
H  1.75  0.03  -0.31  0.05
H  -0.27  -1.69  2.25  0.07
H  1.43  -2.08  1.94  0.08
H  0.89  -0.40  1.93  0.06

## Properties
**Orbital gap**: 11.2 eV
**Spin multiplicity**: 1
**SMILES string**: N#CC(N)=O.CCC(C)C
**HOMO level**: -0.401 Eh
**Energy relative to the best compared isomer or geometry (same formula, charge and spin)**: 22.70 kJ/mol

This record from the OMol25 dataset describes a molecular structure, C7H14N2O2PS at a distorted geometry. The level of theory is ωB97M-V with the def2-TZVPD basis set.

Last column: Löwdin charge in e.
Element x y z (Å)
C  -2.14  2.39  -0.02  -0.11
C  -3.32  -1.14  0.27  -0.53
C  -3.22  1.31  -0.16  -0.15
C  -2.67  -2.39  0.13  0.00
C  2.04  -1.04  -0.91  -0.11
C  2.95  0.88  0.64  -0.14
C  2.21  -0.38  0.50  -0.62
N  -0.91  2.02  0.06  -0.05
N  -2.54  0.05  -0.07  -0.14
O  -4.46  -0.95  0.48  0.17
O  -0.46  0.09  -1.85  -0.19
P  -0.88  0.35  -0.21  0.64
S  0.43  -0.42  1.23  0.76
H  -2.34  3.39  0.24  0.12
H  -3.91  1.65  0.65  0.16
H  -3.72  1.26  -1.15  0.16
H  -1.76  -2.41  0.81  0.10
H  -2.30  -2.57  -0.89  0.11
H  -3.37  -3.23  0.33  0.12
H  2.33  -0.18  -1.67  0.13
H  2.61  -1.91  -1.08  0.07
H  1.03  -1.37  -0.96  -0.01
H  2.69  1.76  0.12  0.06
H  3.91  0.65  0.07  0.12
H  3.37  1.21  1.66  0.13
H  2.70  -1.09  1.21  0.11
H  0.13  0.81  -2.14  0.08

## Properties
**Total charge**: +1
**Orbital gap**: 10.2 eV
**Spin multiplicity**: 1
**HOMO level**: -0.515 Eh
**Energy relative to the best compared isomer or geometry (same formula, charge and spin)**: 31.58 kJ/mol

This record from the OMol25 dataset describes a molecular structure, C7H14N2O5 at a distorted geometry. The level of theory is ωB97M-V with the def2-TZVPD basis set.

Last column: Löwdin charge in e.
Element x y z (Å)
C  -1.34  -0.60  0.02  -0.32
C  -0.33  0.39  -0.26  -0.40
C  -2.42  0.03  1.02  -0.30
C  -3.28  -1.25  1.63  -0.10
C  1.96  0.81  -1.18  -0.33
C  1.84  1.71  -2.46  -0.44
C  3.21  0.15  -1.05  -0.22
H  -1.09  -1.70  1.95  0.15
H  -1.18  -2.73  0.10  0.20
H  -1.92  -0.80  -0.94  0.17
H  -3.05  0.97  0.70  0.17
H  -2.14  0.90  2.75  0.18
H  -2.70  -2.29  1.62  0.07
H  -4.47  -1.51  1.26  0.13
H  -3.45  -0.94  2.73  0.07
H  1.04  -0.96  -0.72  0.17
H  2.33  1.40  -0.23  0.20
H  3.62  -0.57  -1.92  0.17
H  4.00  1.10  -0.82  0.18
H  4.22  -0.57  0.62  0.22
H  0.51  2.24  -1.47  0.08
N  -0.72  -1.76  0.81  -0.04
N  0.88  0.07  -0.72  0.12
O  -0.77  1.62  -0.26  -0.01
O  -1.39  0.58  2.00  -0.15
O  2.76  1.57  -3.19  0.13
O  3.06  -0.49  0.37  -0.19
O  0.81  2.60  -2.36  0.12

## Properties
**Orbital gap**: 9.6 eV
**Spin multiplicity**: 1
**HOMO level**: -0.343 Eh
**Energy relative to the best compared isomer or geometry (same formula, charge and spin)**: 835.88 kJ/mol

This record from the OMol25 dataset describes a molecular structure, C7H14N2OSi at a distorted geometry. The level of theory is ωB97M-V with the def2-TZVPD basis set.

Last column: Löwdin charge in e.
Element x y z (Å)
C  -0.30  -2.16  -0.60  0.04
C  0.49  -2.68  0.42  -0.32
C  -0.10  -0.81  -0.41  -0.43
C  0.85  -4.13  0.65  -0.01
C  1.38  2.00  -0.64  -0.15
C  -1.12  1.75  1.35  -0.19
C  -1.46  2.99  -1.54  -0.14
N  1.00  -1.69  1.17  0.05
N  0.71  -0.45  0.61  0.08
O  -0.69  0.17  -1.15  -0.10
Si  -0.59  1.65  -0.47  0.51
H  -0.81  -2.65  -1.46  0.14
H  1.29  -4.12  1.65  0.08
H  1.47  -4.58  -0.14  0.09
H  -0.08  -4.63  0.70  0.06
H  1.46  1.54  -1.59  -0.01
H  1.57  3.06  -0.62  0.01
H  1.94  1.41  0.11  0.02
H  -0.36  1.53  2.20  0.06
H  -1.61  2.71  1.59  0.02
H  -1.98  1.13  1.57  0.02
H  -0.99  3.82  -1.13  -0.01
H  -1.36  3.00  -2.62  0.04
H  -2.47  3.14  -1.34  -0.01
H  1.76  -2.02  1.70  0.13

## Properties
**Orbital gap**: 9.8 eV
**Spin multiplicity**: 1
**HOMO level**: -0.329 Eh
**Energy relative to the best compared isomer or geometry (same formula, charge and spin)**: 78.17 kJ/mol

This record from the OMol25 dataset describes 2 unconnected molecules or ions with the total composition C7H14N2S at a distorted geometry. The level of theory is ωB97M-V with the def2-TZVPD basis set.

Last column: Löwdin charge in e.
Element x y z (Å)
C  -2.59  0.18  0.69  -0.08
C  -1.76  -0.91  -0.12  -0.19
C  -0.74  -1.46  0.72  -0.36
C  0.34  -0.85  1.35  -0.09
N  1.04  -1.80  2.07  -0.01
C  0.39  -3.03  1.96  -0.12
N  -0.65  -2.88  0.94  0.08
H  -3.05  -0.15  1.61  0.08
H  -3.41  0.65  0.30  0.02
H  -1.96  0.99  0.91  0.04
H  -2.50  -1.74  -0.35  0.13
H  -1.44  -0.35  -1.05  0.11
H  0.75  0.17  1.22  0.09
H  1.91  -1.65  2.64  0.17
H  0.73  -3.88  2.54  0.09
C  2.72  1.10  -1.73  -0.38
S  1.73  2.33  -0.68  0.65
C  0.14  2.59  -1.67  -0.41
H  2.12  0.65  -2.55  0.04
H  3.58  1.58  -2.10  -0.02
H  3.03  0.38  -0.83  0.06
H  -0.49  3.29  -1.15  0.01
H  -0.31  1.66  -2.06  0.01
H  0.41  3.13  -2.69  0.06

## Properties
**Orbital gap**: 8.9 eV
**Spin multiplicity**: 1
**SMILES string**: CCc1c[nH]cn1.CSC
**HOMO level**: -0.302 Eh
**Energy relative to the best compared isomer or geometry (same formula, charge and spin)**: 265.68 kJ/mol

This record from the OMol25 dataset describes C7H14N2S2 in the gas phase at a distorted geometry. The level of theory is ωB97M-V with the def2-TZVPD basis set.

Last column: Löwdin charge in e.
Element x y z (Å)
C  -1.31  -0.87  0.49  -0.69
C  -0.26  1.28  0.75  -0.19
C  1.13  -1.08  0.30  -0.74
C  -0.07  2.53  0.07  -0.06
C  2.20  -1.06  -0.68  -0.16
C  -2.66  1.14  0.60  -0.10
C  -0.23  -2.41  -1.14  -0.08
N  -1.33  0.54  0.59  -0.15
N  -0.11  -1.42  -0.09  -0.21
S  -2.65  -1.84  0.81  0.61
S  1.82  -1.18  1.95  0.80
H  0.48  0.85  1.27  0.01
H  0.07  2.27  -0.98  0.09
H  0.80  3.06  0.39  0.08
H  -1.00  3.10  0.06  0.07
H  1.81  -0.61  -1.69  0.12
H  2.46  -2.11  -1.02  0.08
H  3.00  -0.47  -0.10  0.08
H  -3.16  1.29  -0.41  0.11
H  -3.35  0.42  1.19  0.04
H  -2.68  2.21  1.12  0.12
H  -0.32  -1.92  -2.20  0.12
H  0.76  -3.01  -1.12  0.11
H  -1.09  -3.07  -0.94  0.05
H  0.77  -1.62  2.69  -0.11

## Properties
**Orbital gap (spin up / spin down)**: 7.0 / 6.5 eV
**Spin multiplicity**: 1
**HOMO level (spin up / spin down)**: -0.239 / -0.236 Eh
**Energy relative to the best compared isomer or geometry (same formula, charge and spin)**: 460.75 kJ/mol

This record from the OMol25 dataset describes a molecular structure, C7H14N3O2 at a distorted geometry. The level of theory is ωB97M-V with the def2-TZVPD basis set.

Last column: Löwdin charge in e.
Element x y z (Å)
C  1.48  -0.58  0.11  -0.26
C  0.29  1.66  -0.06  -0.37
C  -1.72  -1.49  -0.77  -0.13
C  -2.53  -0.19  -0.61  -0.04
C  -0.97  -0.25  -0.86  -0.22
C  -0.37  0.01  1.67  0.04
C  0.11  0.24  0.20  -0.23
N  -0.78  2.46  -0.16  0.26
N  2.52  0.14  0.17  0.03
N  1.36  -1.84  -0.27  0.26
O  1.40  2.26  -0.30  0.10
O  3.75  -0.46  0.10  0.07
H  -1.56  -2.05  0.16  0.11
H  -2.03  -2.19  -1.51  0.11
H  -3.10  0.00  -1.50  0.11
H  -2.86  0.11  0.36  0.09
H  -0.80  0.04  -1.90  0.16
H  -1.35  0.18  1.86  0.05
H  -0.10  -0.96  1.98  0.08
H  0.17  0.70  2.34  0.12
H  -1.61  2.10  -0.39  0.05
H  -0.50  3.46  -0.40  0.19
H  2.20  1.33  -0.06  0.12
H  0.56  -2.36  -0.14  0.09
H  2.06  -2.43  -0.53  0.10
H  4.39  0.09  0.52  0.11

## Properties
**Total charge**: +1
**Orbital gap**: 11.0 eV
**Spin multiplicity**: 1
**HOMO level**: -0.504 Eh
**Energy relative to the best compared isomer or geometry (same formula, charge and spin)**: 235.34 kJ/mol

This record from the OMol25 dataset describes C7H14NO3PS in the gas phase at a distorted geometry. The level of theory is ωB97M-V with the def2-TZVPD basis set.

Last column: Löwdin charge in e.
Element x y z (Å)
C  1.93  -0.32  3.09  -0.06
C  1.54  0.17  1.72  -0.29
O  1.10  -0.95  0.94  -0.19
P  0.29  -0.77  -0.46  0.50
O  0.20  -2.03  -1.19  -0.23
O  -1.12  -0.14  0.02  -0.26
C  -2.18  0.41  -0.82  -0.24
C  -3.17  1.05  0.14  -0.06
C  1.09  0.77  -1.20  -0.58
C  2.68  0.45  -1.39  -0.24
N  3.71  0.17  -1.82  0.14
S  0.51  1.19  -2.83  0.83
C  0.97  -0.14  -3.99  -0.33
H  1.25  -1.02  3.54  0.07
H  2.87  -0.76  3.05  0.05
H  2.07  0.53  3.85  0.11
H  2.30  0.71  1.31  0.07
H  0.72  0.94  1.78  0.13
H  -1.67  1.10  -1.54  0.06
H  -2.52  -0.47  -1.41  0.13
H  -2.87  2.06  0.11  0.05
H  -4.16  1.03  -0.20  0.05
H  -2.99  0.71  1.24  0.12
H  0.88  1.61  -0.55  0.07
H  2.04  -0.37  -3.87  0.03
H  0.79  0.00  -5.04  0.04
H  0.49  -0.93  -3.36  0.02

## Properties
**Orbital gap**: 9.5 eV
**Spin multiplicity**: 1
**SMILES string**: CCOP(=O)(OCC)[C@@H](C#N)SC
**HOMO level**: -0.335 Eh
**Energy relative to the best compared isomer or geometry (same formula, charge and spin)**: 102.82 kJ/mol

This record from the OMol25 dataset describes 2 unconnected molecules or ions with the total composition C7H14NS at a distorted geometry. The level of theory is ωB97M-V with the def2-TZVPD basis set.

Last column: Löwdin charge in e.
Element x y z (Å)
C  -0.01  -0.64  0.51  0.08
C  1.25  -1.53  -1.45  0.03
C  1.01  2.06  0.31  -0.05
C  -0.20  0.95  -1.64  -0.08
C  -2.02  -1.20  1.86  -0.49
C  1.19  -0.46  -0.23  -0.23
C  1.04  0.96  -0.80  -0.40
N  -0.94  -0.90  1.13  0.11
S  -1.99  -0.47  3.62  0.73
H  1.90  -2.37  -1.31  0.09
H  1.60  -1.06  -2.31  0.06
H  0.25  -1.78  -1.76  0.09
H  1.24  2.94  -0.33  0.10
H  1.76  1.82  1.05  0.07
H  0.08  2.15  1.01  0.12
H  0.02  0.55  -2.58  0.06
H  -1.05  0.31  -1.41  0.09
H  -0.47  2.04  -1.74  0.12
H  -3.40  -0.38  1.31  0.25
H  -2.52  -2.15  1.66  0.08
H  2.00  -0.59  0.46  0.16
H  1.89  1.24  -1.46  0.16
H  -2.63  -1.49  4.10  -0.17

## Properties
**Total charge**: +1
**Orbital gap**: 8.5 eV
**Spin multiplicity**: 1
**HOMO level**: -0.482 Eh
**Energy relative to the best compared isomer or geometry (same formula, charge and spin)**: 387.38 kJ/mol